# 1
Below is a cluster of 2 separate species, C3H12N2O in total, with properties calculated with ωB97M-V/def2-TZVPD.

Geometry as XYZ:
```
18
Properties=species:S:1:pos:R:3:mulliken_charge:R:1
C 0.89484 1.22131 -2.12715 -1.30
C -0.27260 0.63687 -1.32221 -0.25
N 0.17922 0.16821 -0.01195 -0.35
C -0.94292 0.44804 1.05669 -0.60
N -0.73251 -0.46240 2.14016 -0.62
H 1.79894 0.63331 -1.99162 0.35
H 1.13629 2.22851 -1.76826 0.34
H 0.50636 1.31626 -3.13519 0.37
H -1.11135 1.31385 -1.27001 0.31
H -0.64858 -0.29001 -1.81554 0.26
H 0.95979 0.70929 0.35045 0.24
H -1.88411 0.28763 0.53952 0.45
H -0.86350 1.46757 1.42455 0.32
H -1.04129 -1.40893 2.02663 0.23
H 0.25069 -0.42844 2.36584 0.30
O 0.93384 -2.88086 1.15095 -0.68
H 0.15875 -2.87601 1.73655 0.31
H 0.67815 -2.08421 0.65058 0.34
```

**LUMO level**: 0.97 eV
**Maximum force**: 2.8 eV Å⁻¹
**HOMO-LUMO gap**: 10.44 eV
**HOMO energy**: -0.34776 Eh
**Charge**: 0
**ΔE to the lowest compared entry with this formula, charge and spin**: 0.743 eV
**SMILES**: CCNCN.O

# 2
Below is a structure of composition C41H49As2BrCuN4O8Se, with properties calculated with ωB97M-V/def2-TZVPD.

Geometry as XYZ:
```
107
Properties=species:S:1:pos:R:3:mulliken_charge:R:1
Cu -0.32868 -0.25076 0.13885 0.41
Br -2.32463 6.30867 -2.44158 -0.17
C -2.28108 4.51629 -1.84473 -0.08
C -3.38227 3.69689 -2.05165 -0.85
C -3.34747 2.38357 -1.62385 -0.54
C -2.21448 1.87504 -0.98252 0.51
C -1.12718 2.72298 -0.77017 0.06
C -1.15084 4.03473 -1.20257 -0.82
N -2.05658 0.53590 -0.58490 0.30
C -2.98488 -0.34125 -0.64879 0.01
C -2.68214 -1.75558 -0.43647 0.18
C -3.63075 -2.74875 -0.65819 -0.86
C -3.22353 -4.07292 -0.62774 -0.64
C -1.89326 -4.36752 -0.37155 -1.04
C -1.02478 -3.31841 -0.10355 -0.58
N -1.41271 -2.05350 -0.12841 1.01
H -4.26315 4.08570 -2.54297 0.44
H -4.21033 1.75793 -1.81234 0.35
H -0.25708 2.32522 -0.25677 0.04
H -0.29725 4.68163 -1.05269 0.55
H -4.01119 -0.09356 -0.91668 0.50
H -4.66394 -2.49444 -0.85805 0.53
H -3.93115 -4.86949 -0.81390 0.47
H -1.53680 -5.38752 -0.38458 0.53
H 0.01918 -3.48663 0.13815 0.55
C 4.16103 3.55967 -1.89041 -0.78
O 3.22782 2.70630 -2.57092 -0.26
C 2.46265 1.91480 -1.82603 -0.25
O 2.51575 1.86342 -0.61740 -0.55
C 1.41008 1.14636 -2.54748 0.64
C 0.96478 1.47283 -3.78429 -0.18
As 2.43116 1.26415 -5.06931 0.27
C 1.69483 1.62791 -6.84235 -1.12
C 1.92553 -0.70294 -4.83229 1.64
C 1.62544 -1.34343 -3.70464 -1.01
As 1.02597 -0.64022 -1.91028 2.34
C 2.77097 -1.06923 -1.09879 -1.72
C 1.50873 -2.83211 -3.56736 -0.26
O 0.46243 -3.30037 -3.16934 -0.51
O 2.50960 -3.64644 -3.86859 -0.35
C 3.85540 -3.20120 -4.09542 -0.62
C 2.37494 -1.36334 -6.09479 -0.32
O 3.47174 -1.08891 -6.52117 -0.57
O 1.59150 -2.19579 -6.76982 -0.36
C 0.18986 -2.31844 -6.50724 -0.17
C -0.37560 1.02927 -4.25953 0.01
O -0.84229 1.34145 -5.32477 -0.58
O -1.06803 0.31522 -3.34208 0.53
C -2.31153 -0.27492 -3.73690 -1.02
H 4.24551 4.46372 -2.48571 0.26
H 5.12842 3.06381 -1.83134 0.29
H 3.80710 3.78662 -0.88819 0.30
H 1.36712 2.66674 -6.85489 0.44
H 0.85153 0.99834 -7.10707 0.28
H 2.50027 1.50181 -7.56444 0.36
H 3.60045 -0.67301 -1.68614 0.50
H 2.85667 -2.15798 -1.06001 0.35
H 2.84321 -0.68465 -0.08712 0.54
H 4.17775 -3.58743 -5.05898 0.30
H 4.47678 -3.62617 -3.30909 0.29
H 3.95155 -2.11880 -4.09137 0.31
H -0.09262 -3.31475 -6.83378 0.28
H -0.35394 -1.57799 -7.09447 0.27
H -0.05852 -2.20101 -5.45451 -0.09
H -3.09800 0.10590 -3.08671 0.21
H -2.21999 -1.35444 -3.61309 0.16
H -2.53535 -0.02619 -4.76995 0.58
C 1.56778 -2.25044 5.61640 -0.84
C 1.08285 -3.55543 4.98402 -0.51
C -0.42598 -3.59902 4.73121 -0.81
C -0.90767 -2.70812 3.58454 -0.33
N -0.98161 -1.29505 3.92377 1.20
C -0.24865 -0.30890 3.36519 -1.01
Se 1.08902 -0.50404 2.08108 -0.43
N -0.60478 0.86090 3.92925 0.74
C -0.00841 2.15534 3.63865 -1.11
C 1.09176 2.49857 4.64027 -0.05
C 1.82413 3.78982 4.28030 -0.55
C 0.91463 5.01677 4.23005 -1.12
C -1.59317 0.63006 4.87424 0.72
C -2.28703 1.48796 5.71581 -0.88
C -3.24888 0.92531 6.53459 -0.75
C -3.51533 -0.44649 6.50975 -0.84
C -2.82123 -1.30305 5.67409 -0.93
C -1.84428 -0.74250 4.86170 0.51
H 2.59613 -2.35211 5.96265 0.42
H 0.94915 -1.97888 6.47495 0.29
H 1.54775 -1.42855 4.89929 0.03
H 1.33104 -4.38675 5.64673 0.39
H 1.61611 -3.72357 4.04411 0.28
H -0.94632 -3.33845 5.65556 0.34
H -0.71629 -4.62006 4.47381 0.43
H -1.90059 -3.02488 3.25353 0.38
H -0.22083 -2.79109 2.74442 -0.14
H -0.80432 2.90026 3.65388 0.40
H 0.41048 2.10930 2.63420 -0.06
H 1.80572 1.67081 4.65016 0.15
H 0.66087 2.58286 5.64236 0.38
H 2.32338 3.66025 3.31620 0.28
H 2.60318 3.95344 5.02673 0.39
H 0.21583 4.96518 3.39346 0.24
H 1.50583 5.92380 4.10880 0.39
H 0.34007 5.11370 5.15405 0.29
H -2.08571 2.55085 5.73176 0.47
H -3.80971 1.55985 7.20713 0.44
H -4.27965 -0.84855 7.16064 0.43
H -3.03898 -2.36190 5.65636 0.48
```

**LUMO level**: -3.41 eV
**Maximum force**: 0.7 eV Å⁻¹
**HOMO-LUMO gap**: 6.95 eV
**HOMO energy**: -0.38080 Eh
**Charge**: +1

# 3
Below is the molecule C5H8O, with properties calculated with ωB97M-V/def2-TZVPD.

Geometry as XYZ:
```
14
Properties=species:S:1:pos:R:3:mulliken_charge:R:1
C -1.79718 0.48887 0.29995 -1.25
C -0.48472 -0.08162 -0.10531 0.86
C 0.57330 -0.71917 0.78661 -0.62
C 1.65819 -0.20322 -0.21480 -0.51
C 0.52434 0.41277 -1.04040 -0.36
O -0.33676 -0.67862 -1.38734 -0.49
H -1.64841 1.26892 1.05485 0.29
H -2.43721 -0.29034 0.72331 0.30
H -2.28736 0.92611 -0.57337 0.34
H 0.65307 -0.18641 1.74273 0.25
H 0.47667 -1.79002 0.97584 0.26
H 2.27569 0.47089 0.37097 0.25
H 2.28358 -0.89131 -0.79296 0.29
H 0.49086 1.26093 -1.72150 0.41
```

**LUMO level**: 1.09 eV
**Maximum force**: 0.7 eV Å⁻¹
**HOMO-LUMO gap**: 10.74 eV
**HOMO energy**: -0.35460 Eh
**Charge**: 0
**ΔE to the lowest compared entry with this formula, charge and spin**: 2.027 eV
**SMILES**: C[C@]12CC[C@H]1O2